Record 1
Entry from the Open Molecules 2025 dataset: a structure of composition CBr3P (wB97M-V/def2-TZVPD).

Output
E_LUMO (alpha / beta) ... -1.26 / -1.37 eV
<S²> ... 2.005
Highest occupied orbital energy (alpha / beta) ... -0.3156 / -0.3416 hartree
Charge ... 0
Multiplicity ... 3

XYZ file:
```
5
CBr3P | the Open Molecules 2025 dataset | wB97M-V/def2-TZVPD
Br -1.291 1.379 -0.167
C -0.865 0.424 -1.592
Br 2.888 -2.117 2.782
Br 0.815 -0.390 -1.407
P 1.487 -0.505 2.409
```


Record 2
Entry from the Open Molecules 2025 dataset: a cluster of 2 separate species, C4H8NO3 in total (wB97M-V/def2-TZVPD).

Output
E_LUMO ... 4.08 eV
Highest occupied orbital energy ... -0.1803 hartree
Charge ... -1

XYZ file:
```
16
C4H8NO3 | the Open Molecules 2025 dataset | wB97M-V/def2-TZVPD
C -0.897 -1.188 -1.653
H 0.162 0.323 -0.542
H 2.083 0.253 3.374
O -2.953 0.779 -1.408
O 1.453 0.771 0.357
H -1.887 -1.241 -2.069
H -0.602 -1.920 -0.905
C 2.465 -0.012 2.370
H -0.166 -1.297 -2.536
C -1.785 1.032 -1.065
C 1.412 -0.172 1.269
O 0.688 -1.191 1.185
H 3.048 -0.941 2.513
H -1.575 2.019 -0.576
H 3.170 0.793 2.020
N -0.701 0.169 -1.126
```


Record 3
Entry from the Open Molecules 2025 dataset: the molecule C10H10N3P (wB97M-V/def2-TZVPD).

Output
E_LUMO (alpha / beta) ... 0.16 / 0.26 eV
Highest occupied orbital energy (alpha / beta) ... -0.2262 / -0.2201 hartree
Charge ... 0

XYZ file:
```
24
C10H10N3P | the Open Molecules 2025 dataset | wB97M-V/def2-TZVPD
H 1.729 -3.146 -2.678
H -0.546 3.571 2.303
H -3.370 -1.542 1.245
C -2.571 -0.877 1.086
C 2.920 -0.297 -1.105
H -0.100 -2.594 -1.428
H -1.303 -2.219 0.330
H 3.820 0.158 -0.974
C 2.976 -1.424 -1.935
C 0.657 -0.613 -0.595
C 1.788 -2.166 -2.048
C -0.466 -0.219 0.205
H 3.796 -1.764 -2.385
N -0.553 1.049 0.671
C -1.380 -1.177 0.514
H -3.675 0.828 1.560
C -2.789 0.454 1.285
C 0.662 -1.838 -1.303
C -1.840 1.378 1.170
H -2.248 2.358 1.341
N 1.808 0.092 -0.489
P 0.717 2.152 0.768
H 0.133 4.366 1.095
N -0.166 3.470 1.365
```


Record 4
Entry from the Open Molecules 2025 dataset: the molecule C4H9NS (wB97M-V/def2-TZVPD).

Output
E_LUMO ... 0.79 eV
SMILES ... [H]/N=C(/C)CCS
Highest occupied orbital energy ... -0.3347 hartree
Charge ... 0

XYZ file:
```
15
C4H9NS | the Open Molecules 2025 dataset | wB97M-V/def2-TZVPD
H -1.567 1.740 0.345
C 0.189 0.862 -0.457
N 1.232 0.983 -1.130
C -0.656 2.117 -0.174
H -0.867 2.494 -1.253
H -0.163 -2.905 1.844
S -0.097 -3.296 0.528
H -0.156 -0.190 1.433
C -0.381 -0.307 0.258
H 1.536 0.011 -1.341
H -0.063 2.948 0.429
H 0.112 -1.966 -1.332
H -1.430 -0.627 0.164
C 0.497 -1.817 -0.289
H 1.592 -1.532 -0.271
```


Record 5
Entry from the Open Molecules 2025 dataset: a cluster of 12 separate species, C18H54N22O10 in total (wB97M-V/def2-TZVPD).

Output
E_LUMO ... -0.95 eV
SMILES ... NC(N)=O.NC(N)=O.NC(N)=O.NC(N)=O.NC(N)=O.NC(N)=O.NC(N)=O.NC(N)=O.NC(N)=O.NC(N)=O.CCCC#N.CCCC#N
Highest occupied orbital energy ... -0.2881 hartree
Charge ... 0

XYZ file:
```
104
C18H54N22O10 | the Open Molecules 2025 dataset | wB97M-V/def2-TZVPD
H -0.009 1.066 0.869
O -3.247 1.015 -0.852
N 0.322 -2.256 4.154
H -1.939 0.343 4.427
H -5.975 -0.542 -0.604
H -3.762 3.822 -3.049
C -0.231 -0.596 -0.380
N -3.942 -1.041 -0.518
N -2.464 1.142 -3.813
N -5.408 0.282 -0.744
N 4.359 -1.615 1.021
O 3.380 2.697 2.122
H -3.426 2.276 -2.181
H 3.624 -4.218 -4.767
C -3.981 3.040 4.238
C 0.921 -1.404 3.352
H 1.595 2.283 -0.215
N 1.671 0.419 -5.175
H 1.652 1.237 -1.733
C 1.494 1.291 -0.655
H -0.189 2.699 -4.331
C -2.818 2.167 4.556
C 2.696 -4.372 -3.075
C -1.422 4.152 0.175
O 0.022 1.350 -6.297
H 1.016 -3.209 -3.233
C -2.796 0.813 3.944
H -5.792 1.215 -0.787
N -2.332 4.106 1.010
N 2.822 -2.631 -0.012
H -4.059 -5.059 3.949
H -3.165 4.657 0.861
N 3.783 0.729 3.141
H 3.649 -1.024 -4.238
N 3.684 -4.662 -3.862
H -2.134 -0.138 2.054
N -3.444 2.865 -3.001
C 4.400 0.228 -2.881
C 4.084 -2.367 -0.053
H 0.448 -1.208 0.214
C -4.128 0.176 -0.695
H -0.722 1.434 -0.794
H 2.271 -2.378 0.796
H -4.828 -1.507 -0.653
H -2.214 0.566 -4.604
H -2.485 0.849 -2.846
C -0.023 -1.041 -1.760
H 0.243 -3.215 3.847
N 4.280 -0.946 -3.454
H 5.104 -0.939 -1.520
H -0.173 3.486 1.662
C 0.063 0.950 -0.213
O 4.815 -2.699 -0.980
H 1.337 2.210 -3.596
H 2.163 0.604 -0.136
O -4.974 -2.836 2.876
H -3.325 -2.035 1.525
N 2.645 2.261 4.078
H 5.458 0.830 -1.341
N -3.590 -4.634 3.162
O -2.308 2.996 -4.912
N 0.067 -1.410 -2.859
H 2.388 0.564 -4.479
N 0.657 2.147 -4.340
H -2.708 -5.035 2.878
H -2.686 2.034 5.630
H 2.605 -3.372 -0.663
N -4.959 3.636 4.007
O 1.390 -1.703 2.314
H 5.337 -1.597 1.275
H 2.056 -3.091 -4.491
H 4.722 -1.652 -2.883
H 2.549 1.568 4.807
H 0.431 3.736 0.036
C -3.905 -3.412 2.757
H -3.584 0.097 4.180
O 2.477 -4.753 -1.951
N -0.325 3.769 0.704
C -2.625 0.759 2.432
N 5.051 0.030 -1.803
H 0.624 -0.118 4.826
N -3.031 -2.886 1.982
H -1.879 2.676 4.337
H 3.618 0.116 3.927
C 3.180 1.908 2.983
H 0.860 0.721 3.367
C 0.754 1.295 -5.329
H -2.028 4.022 1.970
H 2.369 3.232 4.098
H 4.491 0.525 2.450
O -1.610 4.638 -0.939
O 3.965 1.291 -3.314
H 4.491 -5.149 -3.499
N 1.856 -3.596 -3.640
H -3.012 -1.420 -0.623
H -1.275 -0.821 -0.164
H 1.851 -0.328 -5.831
C -2.779 2.371 -3.988
H -2.435 -3.502 1.447
H 3.549 -1.387 1.579
H -3.620 0.847 1.995
N 0.767 -0.173 3.828
H -0.217 -1.887 4.924
H -2.125 1.622 1.993
```


Record 6
Entry from the Open Molecules 2025 dataset: a cluster of 2 separate species, C4H14N3 in total (wB97M-V/def2-TZVPD).

Output
E_LUMO ... -2.97 eV
Highest occupied orbital energy ... -0.5463 hartree
Charge ... +1

XYZ file:
```
21
C4H14N3 | the Open Molecules 2025 dataset | wB97M-V/def2-TZVPD
H -0.583 -3.837 -0.231
C -0.258 2.836 -1.004
C -0.378 -2.768 -0.220
H 0.293 3.309 -1.821
N 0.542 2.315 0.107
N 1.584 0.606 1.204
H 0.667 -2.561 0.038
H -0.855 3.645 -0.564
H -0.871 -1.197 1.173
H -0.383 -2.357 -1.237
H 0.498 -0.832 -0.618
H 1.742 1.226 1.984
C 0.791 1.013 0.193
H -1.514 -2.712 1.658
N 0.550 0.161 -0.793
C -1.325 -2.103 0.763
H 0.203 0.420 -1.692
H -2.339 -1.929 0.397
H 1.670 -0.382 1.377
H -0.955 2.102 -1.398
H 0.920 3.045 0.683
```


Record 7
Entry from the Open Molecules 2025 dataset: a cluster of 10 separate species, H20O10 in total (wB97M-V/def2-TZVPD).

Output
E_LUMO ... -0.41 eV
SMILES ... O.O.O.O.O.O.O.O.O.O
Highest occupied orbital energy ... -0.3956 hartree
Charge ... 0

XYZ file:
```
30
H20O10 | the Open Molecules 2025 dataset | wB97M-V/def2-TZVPD
H 2.419 2.149 -1.817
H 1.101 -1.076 -1.699
O -2.696 -2.139 1.607
H -2.313 2.332 -0.408
O -0.132 1.754 2.202
H 2.275 -0.999 1.273
H -0.890 0.411 0.758
H -2.826 -1.305 1.980
O -0.047 -0.064 0.380
H -2.017 -3.268 -0.260
H -0.054 2.102 -0.548
H 1.502 2.097 -3.017
O -2.569 -3.078 -1.060
H 0.601 0.404 -1.004
H -2.940 -2.721 2.350
H 0.450 2.501 1.972
O 1.259 0.012 -1.639
O 3.177 -2.430 -0.691
O -2.832 1.547 -0.159
H 1.170 -1.077 2.226
O 1.947 -1.500 2.016
H -0.937 2.154 2.167
H 3.475 -1.846 0.052
O -0.232 3.078 -0.416
H 0.699 3.310 -0.041
O 2.253 2.649 -2.686
H -3.189 1.918 0.707
H -0.043 -0.942 0.727
H -3.359 -2.782 -0.606
H 3.851 -1.998 -1.260
```


Record 8
Entry from the Open Molecules 2025 dataset: the molecule C4H8O2 (wB97M-V/def2-TZVPD).

Output
E_LUMO ... 0.78 eV
SMILES ... C/C=C(\O)OC
Highest occupied orbital energy ... -0.2923 hartree
Charge ... 0

XYZ file:
```
14
C4H8O2 | the Open Molecules 2025 dataset | wB97M-V/def2-TZVPD
H 2.625 0.923 -0.525
H -0.909 -0.082 1.891
H 2.627 -0.854 -0.657
C 2.550 -0.012 0.039
O 0.325 0.101 -1.202
H -0.539 0.294 -1.585
H -2.311 -0.297 -0.895
O 1.353 -0.068 0.797
C -0.983 -0.041 0.811
C -2.343 -0.053 0.176
H -2.870 0.904 0.277
H -2.975 -0.820 0.637
H 3.357 -0.070 0.772
C 0.176 0.000 0.145
```


Record 9
Entry from the Open Molecules 2025 dataset: a cluster of 7 separate species, C4H21NO7S2 in total (wB97M-V/def2-TZVPD).

Output
E_LUMO ... 0.11 eV
SMILES ... C[C@@H](CSS)NC=O.O.O.O.O.O.O
Highest occupied orbital energy ... -0.3193 hartree
Charge ... 0

XYZ file:
```
35
C4H21NO7S2 | the Open Molecules 2025 dataset | wB97M-V/def2-TZVPD
O -1.486 -0.704 -4.601
H 1.863 -3.318 -0.315
H 1.493 -0.919 -0.961
H -0.160 1.020 1.698
O 2.618 -2.842 -0.234
H -4.235 0.410 -1.560
H -1.782 1.360 -3.854
O -3.356 0.424 -1.077
C 1.382 1.089 -0.965
H -1.095 -0.429 1.866
O 0.751 2.081 -0.682
O -1.328 2.929 1.059
H -0.754 -0.317 -4.932
H -0.966 -1.964 -1.432
H -2.734 0.112 -1.636
H -1.954 2.627 0.362
H 3.393 0.646 1.397
H -3.130 -0.428 0.470
H 2.688 -2.548 0.742
H -1.107 0.246 -0.335
H -1.368 -0.958 -3.714
H -1.619 -2.415 0.193
C -0.378 -0.415 -0.126
S 1.250 -0.784 2.232
C -0.636 -1.879 -0.378
N 0.881 -0.150 -0.866
H 0.278 -2.406 -0.291
H 2.325 1.175 -1.420
O -1.696 1.001 -2.989
H -3.055 -0.213 1.956
C -0.077 -0.091 1.433
H -1.149 1.627 -2.390
O -2.658 -0.761 1.339
S 2.686 0.503 2.607
H -0.595 2.987 0.519
```


Record 10
Entry from the Open Molecules 2025 dataset: a structure of composition C5H8O (wB97M-V/def2-TZVPD).

Output
E_LUMO ... 0.07 eV
Highest occupied orbital energy ... -0.3178 hartree
Charge ... 0

XYZ file:
```
14
C5H8O | the Open Molecules 2025 dataset | wB97M-V/def2-TZVPD
H 1.000 -1.281 -0.158
H 0.136 0.208 -2.591
H -1.172 -2.239 0.666
C 0.526 1.481 -0.856
C -0.286 0.603 -1.663
O 1.005 2.548 -1.198
C 0.630 0.796 0.498
H -1.770 -0.602 1.031
H -0.511 -0.443 -0.933
C 0.183 -0.602 0.093
H -0.468 -1.305 2.001
H 1.647 0.820 0.896
H -0.044 1.251 1.230
C -0.876 -1.234 0.984
```


Record 11
Entry from the Open Molecules 2025 dataset: a cluster of 8 separate species, C8H32N2O8 in total (wB97M-V/def2-TZVPD).

Output
E_LUMO (alpha / beta) ... 2.68 / 2.58 eV
<S²> ... 0.750
Highest occupied orbital energy (alpha / beta) ... 0.0095 / -0.2709 hartree
Charge ... -1
Multiplicity ... 2

XYZ file:
```
50
C8H32N2O8 | the Open Molecules 2025 dataset | wB97M-V/def2-TZVPD
H -2.261 12.934 -2.770
C -6.453 9.661 4.038
H -5.141 9.902 -3.843
H -2.600 12.011 -1.381
O -5.277 12.798 3.933
O -2.741 14.051 -1.150
O -6.639 10.675 -2.832
H -10.691 12.397 2.772
H -11.174 11.425 -0.687
H -5.965 9.741 3.067
H -6.034 13.045 5.896
H -6.944 15.396 -1.887
O -10.715 12.553 -2.410
C -2.138 12.949 -1.687
H -7.577 8.475 4.908
C -7.858 15.802 -1.453
H -7.171 13.435 4.680
O -8.900 14.839 -1.381
O -10.484 13.128 3.358
H -9.522 14.546 2.166
C -10.483 14.351 2.641
H -4.401 13.069 4.219
H -1.060 12.956 -1.521
O -7.467 12.490 -0.351
H -5.852 14.528 4.857
O -7.074 8.393 4.095
H -9.592 11.264 -1.171
H -8.074 16.827 -1.755
H -4.731 11.421 -2.985
H -10.317 12.694 -0.315
H -5.071 13.075 -0.111
C -5.275 10.479 -2.928
H -6.853 11.019 -1.961
H -2.044 14.354 -0.564
H -5.688 9.750 4.809
C -10.386 12.011 -1.161
H -9.940 13.066 -2.648
H -8.453 14.031 -1.119
H -10.686 15.241 3.236
C -6.102 13.468 4.893
C -6.774 12.525 0.643
H -4.965 9.812 -2.124
H -5.225 12.892 1.654
H -7.132 10.511 4.099
H -11.295 14.219 1.925
N -7.294 12.331 1.855
H -7.641 15.955 -0.396
H -8.299 12.245 1.899
H -6.776 12.196 2.712
N -5.544 12.726 0.710
```


Record 12
Entry from the Open Molecules 2025 dataset: a structure of composition C24H20AsClO6RuSSb (wB97M-V/def2-TZVPD).

Output
E_LUMO (alpha / beta) ... -3.92 / -5.92 eV
<S²> ... 6.023
Highest occupied orbital energy (alpha / beta) ... -0.4394 / -0.4565 hartree
Charge ... +1
Multiplicity ... 5

XYZ file:
```
55
C24H20AsClO6RuSSb | the Open Molecules 2025 dataset | wB97M-V/def2-TZVPD
C -1.847 1.494 -2.599
H -3.106 -2.945 -0.594
C -1.331 -0.779 2.435
H -0.193 2.404 2.177
C -1.334 -1.129 1.096
H -0.926 0.761 3.872
O 1.607 -1.101 2.034
C 4.963 -0.952 1.700
Sb -1.524 -0.480 -1.935
C -0.567 1.098 0.519
C -5.169 -2.827 -1.120
Ru 1.423 -0.401 0.107
H -3.629 4.227 -1.685
H 3.916 -0.802 4.918
C -2.961 3.602 -2.262
H 6.865 -1.686 1.070
C -3.856 -2.389 -1.143
O 4.254 0.933 -0.583
S 2.493 -0.040 2.679
O 5.739 -1.381 -1.106
C 4.129 -0.718 2.801
C -1.235 1.994 -3.740
H -6.544 -0.539 -3.205
H -7.163 -2.503 -1.837
O 2.949 -1.358 -0.323
C -4.481 -0.604 -2.643
C -0.539 1.425 1.875
H -1.617 -2.135 0.813
H -1.020 3.684 -5.037
C -1.493 3.296 -4.146
H -3.206 1.916 -0.970
C 6.226 -1.486 1.921
C 6.668 -1.771 3.210
C -6.139 -2.155 -1.852
C 4.569 -1.004 4.080
H 6.169 -1.748 5.294
H 7.657 -2.182 3.356
O 2.051 0.302 3.990
C -0.945 0.499 2.824
H -1.608 -1.512 3.180
C -2.715 2.299 -1.859
C 5.839 -1.531 4.288
C -5.794 -1.051 -2.618
H 5.012 1.313 -1.046
H -2.543 5.114 -3.723
Cl 1.213 0.108 -2.177
C -0.978 -0.189 0.110
H -5.434 -3.702 -0.543
O 2.519 1.022 1.657
H -0.324 1.854 -0.221
H -0.548 1.385 -4.315
As 4.601 -0.732 -0.183
C -2.351 4.098 -3.408
H -4.225 0.252 -3.255
C -3.517 -1.253 -1.875
```